Here is a structure of composition C40H45AsEuN5PS2 in a non-equilibrium geometry from the OMol25 dataset. Energies are from ωB97M-V with the def2-TZVPD basis set.

Element x y z (Å)
Eu 0.376 -2.756 0.481
C 6.263 -3.933 0.143
S 4.871 -4.798 -0.506
C 3.547 -4.020 0.331
S 2.072 -4.918 -0.011
N 3.744 -2.959 1.049
N 2.544 -2.499 1.701
C 2.644 -2.367 2.954
C 1.380 -2.047 3.760
C 1.333 -1.731 5.094
C 0.092 -1.479 5.683
C -1.046 -1.521 4.919
C -0.920 -1.877 3.578
N 0.245 -2.215 3.013
H 6.305 -3.944 1.207
H 6.382 -2.901 -0.169
H 7.114 -4.480 -0.316
H 3.576 -2.531 3.506
H 2.235 -1.629 5.687
H 0.051 -1.194 6.756
H -2.030 -1.320 5.346
H -1.766 -1.920 2.917
C 0.968 -4.201 -4.594
C 0.709 -4.255 -3.103
N 0.758 -2.872 -2.550
C 2.168 -2.403 -2.488
C 2.783 -2.654 -3.860
N 1.665 -2.856 -4.849
C 0.672 -1.722 -4.683
C -0.060 -1.989 -3.368
H 0.108 -4.210 -5.210
H 1.638 -4.941 -4.980
H 1.428 -4.897 -2.557
H -0.309 -4.656 -2.940
H 2.681 -2.925 -1.683
H 2.161 -1.310 -2.341
H 3.386 -3.573 -3.885
H 3.395 -1.844 -4.292
H 1.986 -2.828 -5.813
H 0.053 -1.729 -5.581
H 1.284 -0.836 -4.644
H -1.107 -2.416 -3.522
H -0.157 -1.047 -2.835
C -1.679 1.628 0.858
C -2.994 1.665 1.568
As -3.491 3.369 2.471
C -1.937 3.577 3.646
C -1.121 2.516 4.069
C -0.138 2.643 5.026
C 0.021 3.883 5.672
C -0.787 4.965 5.312
C -1.726 4.819 4.311
C -3.046 4.603 1.060
C -4.003 4.698 0.035
C -3.793 5.481 -1.068
C -2.715 6.355 -1.090
C -1.777 6.312 -0.047
C -1.933 5.429 1.030
P -1.268 0.032 0.109
C 0.425 0.404 -0.524
C 1.492 -0.029 0.269
C 2.828 0.144 -0.094
C 3.130 0.828 -1.286
C 2.054 1.272 -2.075
C 0.721 1.071 -1.699
C -2.401 -0.129 -1.279
C -3.032 -1.403 -1.468
C -3.936 -1.646 -2.507
C -4.236 -0.600 -3.376
C -3.606 0.642 -3.193
C -2.648 0.872 -2.228
H -0.884 1.869 1.556
H -1.634 2.394 0.113
H -3.044 0.889 2.340
H -3.833 1.477 0.844
H -1.227 1.562 3.551
H 0.475 1.742 5.214
H 0.726 4.004 6.484
H -0.691 5.922 5.791
H -2.336 5.656 4.046
H -4.919 4.072 0.165
H -4.531 5.451 -1.846
H -2.598 7.040 -1.953
H -0.949 6.985 -0.088
H -1.135 5.353 1.783
H 1.283 -0.440 1.216
H 3.646 -0.173 0.545
H 4.156 1.002 -1.559
H 2.244 1.830 -3.019
H -0.041 1.459 -2.394
H -2.884 -2.184 -0.765
H -4.457 -2.581 -2.626
H -4.996 -0.779 -4.157
H -3.808 1.401 -3.933
H -2.189 1.855 -2.156

The net charge is +2. The total energy comes out at -160773.9885 eV. As for the spin multiplicity: 8. The LUMO energy (alpha / beta) comes out at -5.23 / -5.20 eV. Its molar mass is 917.8 g mol⁻¹. The gap between HOMO and LUMO (alpha / beta) comes out at 6.67 / 6.70 eV.

Löwdin atomic charge list, values in e, 6 entries:
1. Eu 1.380
2. C -0.420
3. S 0.845
4. C -1.168
5. S 0.413
6. N -0.044

---

Here is a structure of composition C24H30Cl2F6N2O9PPtS2 in a non-equilibrium geometry from the OMol25 dataset. Energies are from ωB97M-V with the def2-TZVPD basis set.

Element x y z (Å)
Pt 0.290 0.802 -0.144
Cl 5.456 -2.415 4.636
C 4.133 -1.918 3.601
C 2.936 -2.659 3.614
C 1.904 -2.287 2.803
Cl 0.424 -3.195 2.809
C 1.979 -1.165 1.900
O 1.022 -0.913 1.117
C 3.194 -0.424 1.966
C 3.394 0.752 1.162
O 2.595 1.315 0.420
C 4.257 -0.829 2.797
H 2.836 -3.520 4.260
H 4.406 1.193 1.262
H 5.181 -0.259 2.785
F -0.534 -0.644 -4.958
C 0.652 -1.148 -4.579
F 1.602 -0.383 -5.099
F 0.730 -2.375 -5.086
S 0.690 -1.160 -2.693
O 1.718 -0.186 -2.328
O -0.672 -0.843 -2.387
N 1.017 -2.648 -2.257
S 2.486 -3.178 -2.630
O 3.118 -2.387 -3.655
O 2.503 -4.602 -2.757
C 3.509 -2.881 -1.133
F 3.814 -1.594 -0.977
F 4.653 -3.563 -1.271
F 2.886 -3.322 -0.042
C -2.059 -3.801 -0.391
C -2.636 -2.521 0.164
C -3.972 -2.428 0.544
C -4.468 -1.236 1.051
C -5.923 -1.111 1.443
C -3.620 -0.144 1.207
C -2.252 -0.210 0.887
C -1.808 -1.423 0.329
N -1.331 0.853 1.040
C -1.298 1.868 2.152
C -2.476 1.863 3.125
C -1.181 3.270 1.555
C -0.034 1.579 2.985
H -2.841 -4.453 -0.784
H -1.526 -4.346 0.394
H -1.334 -3.587 -1.179
H -4.632 -3.285 0.431
H -6.470 -2.025 1.209
H -6.404 -0.280 0.920
H -6.020 -0.924 2.516
H -4.059 0.782 1.537
H -0.773 -1.521 0.044
H -3.391 2.240 2.669
H -2.224 2.533 3.950
H -2.657 0.867 3.533
H -2.115 3.551 1.057
H -0.388 3.296 0.820
H -0.960 4.001 2.340
H -0.087 0.567 3.397
H 0.060 2.297 3.810
H 0.854 1.644 2.357
C -1.885 1.903 -2.970
O -0.455 2.032 -3.117
P 0.415 2.305 -1.808
O 1.728 2.732 -2.587
C 3.096 2.505 -2.166
O -0.162 3.707 -1.295
C -0.124 4.860 -2.145
H -2.293 1.939 -3.976
H -2.284 2.725 -2.375
H -2.131 0.954 -2.502
H 3.704 2.646 -3.056
H 3.225 1.500 -1.798
H 3.376 3.222 -1.398
H -1.078 5.376 -2.047
H 0.033 4.589 -3.188
H 0.677 5.524 -1.824

The net charge is -1. The total energy comes out at -122340.5092 eV. As for the spin multiplicity: 1. The LUMO energy (alpha / beta) comes out at 1.70 / 1.70 eV. Its molar mass is 965.6 g mol⁻¹. The gap between HOMO and LUMO (alpha / beta) comes out at 6.20 / 6.20 eV.

Löwdin atomic charge list, values in e, 6 entries:
1. Pt 1.042
2. Cl 0.613
3. C -0.668
4. C -0.124
5. C -0.570
6. Cl 0.722

---

Here is the molecule C16H23N3O6 in a non-equilibrium geometry from the OMol25 dataset. Energies are from ωB97M-V with the def2-TZVPD basis set.

Element x y z (Å)
O -1.173 0.955 -2.278
N -0.092 1.474 -2.447
O 0.769 1.076 -3.202
C 0.122 2.773 -1.834
C 1.211 2.962 -0.992
C 1.446 4.216 -0.431
C 0.575 5.230 -0.755
C -0.528 5.019 -1.589
C -0.785 3.788 -2.140
H -1.634 3.609 -2.778
O -1.226 6.184 -1.719
C -0.533 7.142 -0.948
O 0.590 6.529 -0.345
H -1.199 7.539 -0.166
H -0.198 7.967 -1.596
H 2.276 4.387 0.233
C 2.047 1.753 -0.672
N 1.152 0.618 -0.534
C 1.751 -0.667 -0.836
C 0.654 -1.740 -0.832
N -0.071 -1.806 0.417
C 0.625 -2.442 1.519
C -0.347 -3.290 2.343
O -0.651 -4.449 1.609
C -1.662 -5.245 2.185
C -1.980 -6.352 1.180
O -2.493 -5.823 -0.012
H -1.914 -5.093 -0.267
H -2.741 -7.022 1.585
H -1.062 -6.925 0.986
H -1.324 -5.676 3.140
H -2.561 -4.640 2.371
H 0.111 -3.562 3.308
H -1.266 -2.721 2.546
H 1.385 -3.116 1.120
H 1.118 -1.726 2.193
C -0.618 -0.500 0.719
C 0.450 0.604 0.735
H -0.032 1.575 0.877
H 1.155 0.447 1.572
H -1.128 -0.530 1.683
H -1.347 -0.262 -0.059
H 1.085 -2.717 -1.053
H -0.070 -1.495 -1.613
H 2.194 -0.608 -1.833
H 2.541 -0.926 -0.110
H 2.724 1.554 -1.509
H 2.654 1.931 0.229

The net charge is 0. The total energy comes out at -33715.9893 eV. As for the SMILES: O=[N+]([O-])c1cc2c(cc1CN1CCN(CCOCCO)CC1)OCO2. As for the spin multiplicity: 1. The LUMO energy comes out at 0.29 eV. Its molar mass is 353.4 g mol⁻¹. The gap between HOMO and LUMO comes out at 8.39 eV.

Löwdin atomic charge list, values in e, 6 entries:
1. O 0.084
2. N -0.365
3. O 0.092
4. C -0.110
5. C -0.139
6. C 0.072

---

Here is a cluster of 2 separate species, C4H6N4O2 in total in a non-equilibrium geometry from the OMol25 dataset. Energies are from ωB97M-V with the def2-TZVPD basis set.

Element x y z (Å)
C 1.594 0.111 0.042
C -0.383 1.665 0.036
C -1.026 0.399 -0.331
C -0.484 -0.808 -0.048
H 3.476 0.917 -0.333
H 3.497 -0.908 -0.017
H -3.011 -0.556 -0.087
H -2.914 1.237 0.026
H -2.454 -1.669 1.295
H 1.232 -1.983 -0.127
N 2.960 0.069 -0.249
N 1.006 1.333 0.139
N -2.428 0.411 -0.287
N 0.839 -1.009 0.042
O -0.666 2.837 -0.011
O -1.237 -2.045 -0.090

The net charge is 0. The total energy comes out at -14295.1823 eV. As for the spin multiplicity: 1. The LUMO energy comes out at -2.11 eV. Its molar mass is 142.1 g mol⁻¹. The gap between HOMO and LUMO comes out at 6.19 eV.

Löwdin atomic charge list, values in e, 6 entries:
1. C -0.401
2. C -0.447
3. C -0.187
4. C -0.355
5. H 0.081
6. H 0.174